# 1
# C5H9N4

An isolated ion of composition C5H9N4 and charge +1 at a distorted geometry (ωB97M-V/def2-TZVPD, the OMol25 dataset).

## Properties
energy above the lowest of the compared OMol25 structures with the same formula, charge and spin = 6.271 eV
E = -414.50334 Ha
frontier orbital gap (spin up / spin down) = 7.00 / 6.99 eV
net charge = +1
E_HOMO (spin up / spin down) = -0.4509 / -0.4509 Ha
SMILES = NC=C=N/C=C\CN=[NH2+]
molar mass = 125.15 u

Each line ends with the Löwdin charge.
Atoms and positions in Å:
N -2.02 -0.88 -0.36  -0.01
C -1.11 -1.78 0.27  -0.10
C 0.21 -1.46 0.17  -0.08
N 1.36 -1.56 -0.05  0.17
C 2.33 -0.64 0.05  -0.11
C 2.12 0.66 -0.06  -0.06
C 0.88 1.42 -0.28  -0.15
N -0.14 0.87 0.66  0.03
N -1.36 1.21 0.32  0.09
H -2.99 -1.05 -0.06  0.12
H -2.00 -1.07 -1.42  0.16
H -1.46 -2.40 1.10  0.13
H 3.28 -0.94 0.31  0.11
H 2.93 1.30 0.14  0.10
H 1.06 2.49 0.16  0.18
H 0.55 1.51 -1.26  0.10
H -1.48 1.36 -0.67  0.13
H -2.18 0.96 0.99  0.20

=====

# 2
# C23H48BF3InN2O4

C23H48BF3InN2O4 as an isolated structure at a distorted geometry (ωB97M-V/def2-TZVPD, the OMol25 dataset).

## Properties
E = -1830.01990 Ha
frontier orbital gap (spin up / spin down) = 6.03 / 5.68 eV
spin multiplicity = 3
net charge = -1
E_HOMO (spin up / spin down) = -0.1413 / -0.1413 Ha
molar mass = 599.27 u
<S²> = 2.0086

Each line ends with the Mulliken spin population.
Atoms and positions in Å:
C -7.97 2.04 0.09  0.00
B -6.60 1.60 -0.71  0.00
O -6.75 1.25 -2.10  0.00
In -4.66 1.60 0.48  0.00
C -2.88 0.68 -0.57  0.00
C -1.79 0.32 0.57  0.00
O -1.46 -1.09 0.59  0.00
C -1.57 -1.68 1.87  0.00
C -2.78 -2.74 1.91  0.00
F -3.12 -3.01 0.58  0.00
F -2.49 -3.89 2.65  0.00
F -3.94 -2.19 2.50  0.00
H -7.90 3.16 0.22  0.00
H -8.92 1.68 -0.42  0.00
H -7.92 1.60 1.15  0.00
H -7.71 1.05 -2.23  0.00
H -4.84 0.70 2.06  0.00
H -4.20 3.32 0.84  0.00
H -3.12 -0.21 -1.23  0.00
H -2.44 1.48 -1.26  0.00
H -0.86 0.93 0.29  0.00
H -2.17 0.74 1.55  0.00
H -1.75 -0.96 2.72  0.00
H -0.62 -2.28 2.11  0.00
C 0.35 4.18 2.48  0.00
C 1.68 3.50 2.87  0.05
C 1.83 3.52 4.40  0.02
C 3.09 2.80 4.88  -0.02
C 3.15 1.38 4.33  0.01
C 2.91 1.27 2.81  0.04
N 1.79 2.11 2.31  0.28
O 0.64 1.47 2.59  0.62
C 4.20 1.63 2.03  0.01
C 2.72 -0.24 2.48  -0.03
C 2.75 4.43 2.25  0.01
H -0.53 3.64 2.83  0.00
H 0.29 5.18 2.92  0.00
H 0.27 4.29 1.39  0.00
H 0.95 3.05 4.87  0.00
H 1.84 4.55 4.76  0.00
H 3.98 3.36 4.59  0.00
H 3.09 2.77 5.97  0.00
H 4.12 0.94 4.59  0.00
H 2.39 0.79 4.86  0.00
H 4.02 1.64 0.96  -0.01
H 4.99 0.90 2.22  0.00
H 4.63 2.59 2.31  0.00
H 1.91 -0.69 3.07  0.00
H 3.62 -0.80 2.72  0.00
H 2.50 -0.39 1.42  0.01
H 2.49 5.48 2.41  0.00
H 2.82 4.28 1.16  -0.01
H 3.74 4.31 2.68  0.00
C 2.01 -1.24 -5.72  -0.01
C 1.65 -2.17 -4.53  0.03
C 2.48 -1.76 -3.30  0.02
C 2.14 -2.59 -2.07  -0.02
C 0.64 -2.55 -1.77  0.02
C -0.26 -2.85 -2.99  0.03
N 0.18 -2.18 -4.25  0.29
O -0.23 -0.90 -4.19  0.62
C -0.35 -4.37 -3.23  0.02
C -1.71 -2.47 -2.58  -0.02
C 2.12 -3.56 -5.02  0.01
H 1.73 -0.20 -5.54  0.00
H 3.09 -1.24 -5.89  0.00
H 1.53 -1.57 -6.64  0.00
H 2.32 -0.70 -3.07  0.00
H 3.55 -1.86 -3.52  0.00
H 2.47 -3.63 -2.19  0.00
H 2.69 -2.20 -1.21  0.00
H 0.42 -3.24 -0.96  0.00
H 0.41 -1.55 -1.39  0.00
H -0.92 -4.59 -4.14  -0.01
H -0.86 -4.87 -2.41  0.00
H 0.62 -4.86 -3.31  0.00
H -1.80 -1.44 -2.24  0.01
H -2.06 -3.10 -1.76  0.00
H -2.41 -2.62 -3.42  0.00
H 3.10 -3.49 -5.51  0.00
H 1.42 -3.98 -5.76  -0.01
H 2.26 -4.29 -4.23  0.00

=====

# 3
# C26H28N7NaS2

C26H28N7NaS2 as an isolated structure (ωB97M-V/def2-TZVPD, the OMol25 dataset).

## Properties
energy above the lowest of the compared OMol25 structures with the same formula, charge and spin = 0.000 eV
E = -2349.51387 Ha
frontier orbital gap = 4.56 eV
net charge = 0
E_HOMO = -0.1718 Ha
molar mass = 525.68 u

Each line ends with the Löwdin charge.
Atoms and positions in Å:
Na -0.18 0.34 -0.04  0.18
N 2.98 1.05 3.27  0.12
C 2.26 1.01 2.13  -0.13
N 1.28 0.22 1.89  0.13
C 0.91 -0.70 2.85  -0.30
N -0.07 -1.53 2.69  0.08
N -0.73 -1.31 1.48  0.00
C -1.38 -2.31 1.06  -0.07
C -2.15 -2.21 -0.21  -0.26
C -2.83 -3.32 -0.69  -0.02
C -3.54 -3.21 -1.87  -0.06
C -3.55 -1.99 -2.53  -0.05
C -2.83 -0.94 -1.98  -0.11
N -2.14 -1.03 -0.85  0.12
C 1.69 -0.77 4.11  -0.08
C 1.41 -1.70 5.11  -0.01
C 2.15 -1.71 6.28  -0.07
C 3.18 -0.78 6.45  -0.08
C 3.47 0.14 5.47  -0.02
C 2.72 0.14 4.30  -0.18
H 3.77 1.67 3.34  0.15
H 2.58 1.69 1.34  0.14
H -1.38 -3.26 1.59  0.12
H -2.79 -4.25 -0.14  0.11
H -4.08 -4.06 -2.27  0.11
H -4.09 -1.85 -3.45  0.10
H -2.81 0.03 -2.47  0.10
H 0.61 -2.41 4.95  0.11
H 1.94 -2.43 7.05  0.10
H 3.77 -0.79 7.36  0.11
H 4.28 0.86 5.60  0.11
C -1.51 1.59 3.64  -0.07
C -1.75 2.51 2.49  -0.63
N -1.55 2.19 1.24  0.11
C -1.86 3.24 0.41  -0.32
C -2.28 4.37 1.03  -0.35
S -2.31 4.12 2.72  1.06
C -1.75 3.06 -1.05  -0.32
C -2.45 3.76 -1.99  -0.35
S -2.00 3.20 -3.54  1.06
C -0.90 2.08 -2.83  -0.64
N -0.88 2.11 -1.53  0.08
C -0.05 1.18 -3.67  -0.07
H -1.55 0.56 3.29  0.06
H -2.24 1.74 4.43  0.08
H -0.51 1.76 4.06  0.08
H -2.55 5.32 0.59  0.08
H -3.20 4.51 -1.84  0.07
H -0.44 1.10 -4.68  0.07
H 0.00 0.20 -3.20  0.06
H 0.97 1.55 -3.69  0.08
C 1.30 -2.34 -2.24  -0.12
C 2.41 -1.67 -1.42  -0.58
C 2.54 -2.38 -0.07  -0.12
C 2.13 -0.18 -1.23  -0.19
H 1.46 -3.42 -2.35  0.07
H 1.25 -1.91 -3.24  0.06
H 0.33 -2.18 -1.76  0.05
H 3.35 -1.89 -1.97  0.11
H 1.61 -2.31 0.48  0.04
H 3.32 -1.90 0.54  0.06
H 2.80 -3.44 -0.18  0.07
H 2.18 0.29 -2.23  -0.03
H 2.98 0.25 -0.67  -0.02

=====

# 4
# C3H5N3

One molecule with the formula C3H5N3 (ωB97M-V/def2-TZVPD, the OMol25 dataset).

## Properties
energy above the lowest of the compared OMol25 structures with the same formula, charge and spin = 0.914 eV
E = -281.55645 Ha
frontier orbital gap = 10.99 eV
net charge = 0
E_HOMO = -0.3624 Ha
SMILES = Cc1cn[nH]n1
molar mass = 83.09 u

Each line ends with the Löwdin charge.
Atoms and positions in Å:
C -1.63 -0.39 -0.01  -0.05
C -0.17 -0.06 -0.04  -0.35
C 0.55 1.17 0.02  -0.11
N 1.85 0.92 -0.01  0.05
N 1.90 -0.41 -0.16  -0.10
N 0.72 -1.03 -0.13  0.08
H -2.17 0.23 0.71  0.07
H -2.09 -0.25 -0.99  0.07
H -1.78 -1.44 0.27  0.08
H 0.16 2.19 0.12  0.10
H 2.67 -0.95 0.22  0.15